No. 1
{"formula": "C30H20Cl4N6O2STi", "method": "ωB97M-V with the def2-TZVPD basis set", "multiplicity": 1, "lumo_energy_ev": -0.534, "charge": 0, "elements": ["Ti", "C", "C", "C", "C", "N", "C", "N", "C", "N", "C", "N", "C", "C", "C", "C", "C", "N", "C", "C", "C", "C", "C", "C", "H", "H", "H", "H", "H", "H", "H", "H", "H", "H", "H", "H", "O", "N", "C", "C", "C", "C", "C", "S", "H", "H", "H", "H", "Cl", "C", "C", "C", "Cl", "C", "O", "C", "Cl", "C", "H", "H", "Cl", "C", "H", "H"], "positions_angstrom": [[0.18858, 0.10308, 0.52776], [1.88364, -3.30555, -2.67383], [2.90512, -2.64532, -3.34662], [3.07885, -1.30055, -3.11597], [2.21250, -0.63513, -2.23172], [1.21699, -1.27096, -1.59830], [1.08374, -2.57705, -1.81469], [2.47003, 0.69083, -2.01816], [1.67581, 1.52816, -1.45209], [0.37359, 1.39539, -1.00445], [-0.07892, 2.66160, -0.67216], [-1.24757, 3.06956, -0.32965], [-2.30836, 2.26735, -0.02927], [-3.57674, 2.87549, -0.02063], [-4.68153, 2.12547, 0.30144], [-4.49953, 0.79109, 0.65288], [-3.21615, 0.28399, 0.67023], [-2.13502, 0.98454, 0.32759], [1.00418, 3.64248, -0.84942], [1.06406, 5.00447, -0.62156], [2.27647, 5.63694, -0.86329], [3.38264, 4.92169, -1.31244], [3.31455, 3.55598, -1.55559], [2.10552, 2.93132, -1.31530], [1.70515, -4.36081, -2.81728], [3.54964, -3.17438, -4.03523], [3.86240, -0.73104, -3.59231], [0.29890, -3.08238, -1.26782], [-3.64853, 3.92243, -0.27067], [-5.67024, 2.56296, 0.29163], [-5.33257, 0.15824, 0.91783], [-3.04563, -0.73716, 0.99141], [0.19852, 5.54499, -0.26561], [2.36660, 6.70213, -0.69945], [4.31607, 5.44318, -1.46943], [4.16722, 2.99599, -1.91122], [0.72322, 1.61082, 1.47842], [0.80840, 1.84566, 2.78280], [1.71677, 2.73767, 3.21112], [1.85601, 3.00981, 4.54208], [1.02244, 2.35102, 5.45793], [0.09707, 1.45191, 5.00258], [-0.01157, 1.15881, 3.62955], [-1.02882, -0.01018, 2.98341], [2.31126, 3.18868, 2.42918], [2.60011, 3.71339, 4.87715], [1.11678, 2.54508, 6.51631], [-0.56013, 0.91787, 5.67060], [-4.22013, -5.91056, -0.00055], [-3.10913, -4.59383, 0.13380], [-3.10162, -3.61579, -0.85061], [-2.22966, -2.55240, -0.72423], [-2.13778, -1.27117, -1.87476], [-1.34183, -2.45350, 0.36926], [-0.52067, -1.43744, 0.49004], [-1.35747, -3.49477, 1.31594], [-0.20483, -3.39110, 2.58708], [-2.24156, -4.55170, 1.21249], [-3.76552, -3.68098, -1.69740], [-2.23873, -5.32821, 1.96139], [2.24934, -0.76762, 2.71425], [2.13880, -0.66028, 0.93448], [2.37556, -1.66942, 0.59243], [2.95275, 0.00618, 0.62823]], "forces_ev_per_angstrom": [[0.7546, 1.1264, 0.1157], [-0.0477, 0.0149, -0.0358], [-0.0790, 0.0717, 0.0223], [-0.1317, 0.0289, 0.0616], [-0.2309, -0.6535, -0.1691], [0.4270, 0.5625, -0.0531], [-0.0852, -0.2035, -0.0392], [0.1236, 0.8018, 0.3358], [0.8092, -0.2528, -0.9462], [-0.2033, -0.1057, -0.0791], [-0.9150, 0.9182, -0.2833], [0.8267, 0.3916, -0.0421], [-0.4441, -0.4958, 0.1902], [0.0461, -0.1544, -0.0668], [0.1065, -0.0829, -0.0235], [0.1167, -0.1074, -0.0124], [-0.2817, -0.0645, 0.0860], [0.2147, 0.5473, -0.2438], [0.6089, -0.2846, -0.2249], [-0.0740, -0.0463, 0.0000], [-0.1104, 0.0200, 0.0567], [0.1380, -0.0574, -0.0398], [-0.0379, -0.0558, -0.0079], [-0.4617, 0.5020, 0.3059], [-0.0066, -0.0418, 0.0478], [0.0362, -0.0245, 0.0055], [0.0165, 0.0392, 0.0078], [-0.0150, 0.0210, 0.0072], [0.0557, 0.0409, -0.0474], [-0.0248, 0.0350, 0.0171], [-0.0230, -0.0360, 0.0585], [-0.0197, 0.0672, -0.0110], [-0.0436, 0.0094, -0.0001], [0.0085, 0.0306, 0.0253], [0.0537, 0.0362, -0.0459], [0.0312, -0.0312, -0.0238], [0.6838, 1.3487, 1.0800], [-0.3762, 0.0250, 0.7182], [0.3443, 0.3048, 0.0045], [-0.0216, -0.0228, -0.0502], [-0.1189, -0.1091, -0.1576], [0.1788, 0.2052, 0.0769], [-0.2159, -0.0973, -0.1654], [0.1824, 0.0664, -0.2577], [-0.0327, -0.0208, -0.0035], [0.0595, 0.0635, -0.0892], [-0.0040, 0.0247, 0.0508], [-0.0037, -0.0265, 0.0287], [-0.1263, -0.1569, -0.0265], [0.1255, 0.1063, -0.0314], [-0.0070, 0.0232, 0.0846], [0.6046, 0.2586, 0.5196], [-0.2890, -0.3177, -0.4294], [-0.7867, -1.0098, 0.0677], [-1.8175, -3.3938, -0.3922], [0.1430, 0.5720, -0.3446], [-0.0154, -0.2849, 0.1591], [0.0199, 0.0350, -0.0610], [-0.0663, 0.0180, -0.0527], [-0.0347, -0.0577, 0.0098], [0.4541, -0.1731, 0.5591], [0.4486, -0.1035, -0.0718], [-0.2482, 0.1880, -0.1016], [-0.2187, -0.0321, -0.0724]]}

No. 2
{"formula": "C30H20Cl5IrN5O4S2", "method": "ωB97M-V with the def2-TZVPD basis set", "multiplicity": 1, "lumo_energy_ev": 1.452, "charge": -1, "elements": ["Ir", "Cl", "C", "C", "C", "Cl", "C", "Cl", "C", "Cl", "C", "Cl", "C", "C", "C", "C", "C", "C", "C", "C", "C", "S", "C", "N", "H", "H", "H", "H", "H", "H", "H", "H", "C", "C", "C", "C", "C", "C", "C", "S", "O", "O", "N", "C", "C", "C", "O", "O", "H", "H", "H", "H", "H", "H", "H", "H", "H", "H", "H", "H", "N", "C", "C", "C", "N", "C", "N"], "positions_angstrom": [[-0.11854, 0.43322, 0.15491], [0.58584, -2.41698, -2.03531], [-0.19910, -1.07631, -2.78725], [-0.39827, 0.08394, -2.04238], [-0.98462, 1.14507, -2.73357], [-1.20996, 2.62445, -1.87599], [-1.37150, 1.07157, -4.06722], [-2.07449, 2.42873, -4.84829], [-1.17895, -0.11699, -4.76498], [-1.66083, -0.24145, -6.40809], [-0.58342, -1.19679, -4.12194], [-0.32982, -2.66123, -4.99153], [3.22848, 0.56503, -1.09800], [3.19551, -0.26915, 0.13654], [4.40356, -0.56326, 0.79894], [4.39080, -1.33833, 1.92174], [3.17051, -1.87208, 2.38447], [3.09145, -2.71174, 3.51145], [1.88613, -3.24813, 3.88876], [0.73335, -2.95738, 3.16210], [0.75847, -2.10457, 2.06857], [-0.70395, -1.78639, 1.21468], [1.99775, -1.53335, 1.65707], [2.04098, -0.71669, 0.58366], [4.20363, 0.49174, -1.57326], [3.04859, 1.60759, -0.84225], [2.45006, 0.26129, -1.79239], [5.32783, -0.16572, 0.41064], [5.30368, -1.56063, 2.45554], [3.99673, -2.92690, 4.06082], [1.82064, -3.89669, 4.75215], [-0.21013, -3.40022, 3.43851], [-8.53524, 7.04925, 3.85957], [-7.86906, 5.99426, 3.03192], [-7.18668, 6.32459, 1.86625], [-6.51753, 5.35520, 1.13898], [-6.53612, 4.04957, 1.58451], [-7.22487, 3.69388, 2.72775], [-7.89116, 4.66676, 3.44878], [-5.63450, 2.79185, 0.68924], [-6.05513, 1.51670, 1.21163], [-5.77551, 3.02622, -0.71687], [-4.06739, 3.19489, 1.08899], [-3.68769, 2.99347, 2.47237], [-3.34855, 1.52813, 2.78612], [-2.12641, 1.15059, 1.95341], [-1.01857, 1.00139, 2.48562], [-2.30729, 1.05747, 0.70774], [-8.61209, 7.98398, 3.31265], [-7.94425, 7.21908, 4.75885], [-9.52984, 6.73525, 4.16652], [-7.17469, 7.35061, 1.52918], [-5.97964, 5.58788, 0.23368], [-7.22090, 2.65625, 3.02727], [-8.42805, 4.39611, 4.34685], [-3.43816, 2.67429, 0.47545], [-4.52184, 3.33930, 3.09405], [-2.81674, 3.63110, 2.67264], [-4.19762, 0.90999, 2.48894], [-3.13199, 1.39359, 3.84587], [1.06005, 2.17295, 0.46233], [1.23093, 3.31952, 0.61030], [1.58089, 4.62720, 0.75507], [2.65050, 4.96511, 1.58667], [3.54191, 5.26699, 2.24963], [0.97693, 5.67962, 0.06612], [0.54033, 6.59836, -0.47256]], "forces_ev_per_angstrom": [[-0.2978, -3.4999, 1.7008], [0.1028, -0.1395, 0.0442], [0.2613, -0.0876, 0.5021], [0.1200, 0.5062, 1.9630], [0.1673, 0.0107, 0.3772], [-0.1834, 0.3443, -0.1565], [0.0415, -0.0972, 0.0354], [-0.0564, 0.0703, -0.0628], [0.0373, 0.0301, 0.1347], [-0.0456, -0.0013, -0.1503], [-0.0591, 0.1775, -0.0180], [0.0400, -0.0644, 0.0319], [-0.0258, 0.1609, -0.0300], [-0.1250, 0.0775, -0.2187], [0.0799, -0.3172, 0.3452], [-0.1115, 0.1803, -0.2251], [-0.1780, 0.1322, -0.2565], [-0.0774, -0.1919, 0.1726], [0.4232, 0.0899, -0.0567], [-0.0765, 0.2657, -0.4374], [0.1342, 0.2634, 0.0258], [-0.8751, 1.0438, -1.5446], [0.0021, -0.7425, 1.0311], [-1.1962, 1.4808, -0.9170], [0.0296, -0.0249, -0.0778], [0.0046, 0.0753, -0.0269], [-0.0731, -0.0540, -0.0460], [0.0538, 0.0667, -0.0725], [0.0937, -0.0201, 0.0523], [0.0701, -0.0246, 0.0505], [0.0269, -0.0251, 0.0157], [-0.1440, -0.0001, 0.0920], [0.0544, -0.0401, 0.0088], [0.0150, -0.0941, -0.0222], [0.0147, -0.0843, -0.0256], [0.0564, 0.0588, -0.0846], [0.3050, -0.4752, -0.1494], [-0.0274, -0.1549, 0.0545], [0.0206, 0.0489, -0.0726], [0.1048, 0.3909, 0.0192], [0.0823, 0.1319, 0.2178], [0.1321, 0.0916, -0.0692], [-0.8257, -0.0422, -0.6122], [-0.0042, -0.1183, 0.5927], [0.2136, 0.0276, -0.2906], [-0.1742, 0.0425, 1.3426], [0.8083, -0.0896, -0.4808], [1.6740, -0.3809, -1.9540], [-0.0342, 0.1229, 0.0026], [-0.0357, 0.1265, 0.1045], [-0.1052, 0.0150, 0.0467], [0.0069, 0.1100, -0.0373], [0.0623, 0.1245, -0.1008], [-0.0617, -0.0563, 0.0872], [-0.0533, -0.0161, 0.0932], [-0.0502, 0.0663, -0.2850], [0.2695, -0.0263, 0.0720], [-0.2228, -0.0594, 0.0256], [0.1179, -0.0341, 0.0893], [0.0753, 0.0197, -0.0867], [-0.9162, 1.5334, -0.8057], [0.0384, -1.8812, -0.3055], [0.1126, 0.3934, 0.2728], [0.4783, -0.0173, 0.4317], [0.3250, 0.0731, 0.2743], [-0.3729, 0.2432, -0.4182], [-0.2471, 0.2651, -0.2127]]}

No. 3
{"formula": "C30H21CaClF9N4O6PS5Se2", "method": "ωB97M-V with the def2-TZVPD basis set", "multiplicity": 1, "lumo_energy_ev": 3.899, "charge": -2, "elements": ["Ca", "Se", "P", "Se", "C", "C", "C", "C", "C", "C", "C", "C", "C", "C", "C", "C", "H", "H", "H", "H", "H", "H", "H", "H", "H", "H", "F", "C", "F", "F", "S", "O", "O", "N", "S", "O", "O", "C", "F", "F", "F", "F", "C", "F", "F", "C", "C", "C", "N", "C", "C", "H", "H", "H", "H", "S", "C", "S", "C", "N", "N", "C", "C", "C", "C", "C", "C", "S", "H", "H", "H", "H", "H", "Cl", "C", "C", "O", "O", "H", "H"], "positions_angstrom": [[0.82199, -0.90562, -2.01234], [0.62028, 2.97628, 1.36959], [-0.82699, 2.96750, -0.17688], [-0.82555, 1.37862, -1.63414], [-2.54035, 3.03560, 0.48491], [-2.75395, 3.26373, 1.83738], [-4.04625, 3.34986, 2.33907], [-5.13257, 3.21171, 1.49053], [-4.92314, 2.97940, 0.13649], [-3.63483, 2.88731, -0.36171], [-0.79862, 4.54515, -1.13185], [-1.28633, 4.62553, -2.43125], [-1.30109, 5.83866, -3.10259], [-0.82583, 6.98560, -2.48289], [-0.33099, 6.91052, -1.18912], [-0.31598, 5.69630, -0.51926], [-1.89506, 3.35765, 2.49086], [-4.19834, 3.51613, 3.39825], [-6.14110, 3.27256, 1.88205], [-5.76677, 2.85702, -0.53172], [-3.47774, 2.67649, -1.41238], [-1.62824, 3.72729, -2.93064], [-1.67421, 5.88168, -4.11853], [-0.83020, 7.93149, -3.01161], [0.05458, 7.79684, -0.70024], [0.08698, 5.61999, 0.48356], [2.42193, -2.59294, -6.33763], [1.79416, -2.41631, -5.17849], [0.60453, -2.99323, -5.23562], [2.50897, -3.00249, -4.21441], [1.60530, -0.58389, -4.78188], [0.25844, -0.47888, -4.23845], [2.59101, -0.33988, -3.74832], [1.88575, 0.13147, -6.10579], [0.79627, 0.31919, -7.27387], [-0.04316, -0.82170, -7.45757], [1.50142, 0.91422, -8.36365], [-0.34803, 1.66132, -6.63476], [0.17495, 2.31150, -5.60670], [-0.57361, 2.53898, -7.61817], [-1.51192, 1.13897, -6.27225], [6.91842, -4.73982, -0.31438], [5.89735, -4.63037, 0.55577], [6.40664, -4.09080, 1.67360], [5.51772, -5.87751, 0.86650], [4.77107, -3.80834, -0.00627], [5.05032, -2.73201, -0.84270], [3.98871, -1.99358, -1.32324], [2.71679, -2.26479, -1.01633], [2.46240, -3.28485, -0.20406], [3.46406, -4.09131, 0.32651], [6.06082, -2.47573, -1.12591], [4.15335, -1.15886, -1.99300], [1.42673, -3.48447, 0.02523], [3.20245, -4.90722, 0.98306], [1.15091, 1.44385, 7.05954], [0.98766, 0.43589, 5.71310], [1.91336, 0.74268, 4.28728], [1.26994, -0.67345, 3.51353], [0.42884, -1.31975, 4.26950], [0.26701, -0.68348, 5.50030], [-0.65334, -1.33716, 6.37014], [-1.10370, -0.75607, 7.55283], [-2.00898, -1.43889, 8.35212], [-2.47709, -2.69196, 7.99632], [-2.02852, -3.26179, 6.81280], [-1.12694, -2.59787, 6.00042], [1.76795, -1.11803, 1.94282], [-0.74568, 0.21929, 7.83560], [-2.34957, -0.96844, 9.26669], [-3.18495, -3.21645, 8.62608], [-2.38374, -4.23754, 6.50521], [-0.78774, -3.03523, 5.07595], [-2.36495, -5.90706, -1.01256], [-2.13608, -4.13494, -1.12367], [-0.77257, -3.69986, -1.66172], [0.10146, -4.49423, -1.97976], [-0.69512, -2.42680, -1.70598], [-2.28063, -3.72215, -0.12869], [-2.92008, -3.75054, -1.77054]], "forces_ev_per_angstrom": [[-0.0386, 0.1133, 1.3156], [-0.0465, 0.0302, -0.0447], [0.1834, 0.1212, 0.1710], [-0.2401, 0.0439, -0.3375], [0.0274, -0.0171, 0.0998], [0.0447, 0.0064, 0.0213], [-0.0051, 0.0021, 0.0162], [-0.0193, -0.0009, -0.0034], [-0.0427, 0.0030, 0.0198], [-0.0250, -0.0033, -0.0944], [0.0339, -0.0036, 0.0376], [-0.0176, -0.0677, -0.0785], [-0.0031, 0.0362, -0.0254], [-0.0035, 0.0211, -0.0213], [0.0000, 0.0138, -0.0079], [-0.0004, -0.0056, 0.0811], [0.0011, -0.0012, 0.0092], [-0.0047, -0.0011, 0.0087], [-0.0024, 0.0019, -0.0012], [-0.0082, -0.0017, -0.0034], [0.0289, -0.0014, 0.0048], [0.0067, -0.0122, 0.0263], [-0.0006, 0.0104, -0.0085], [-0.0014, 0.0023, 0.0004], [0.0021, 0.0131, 0.0006], [0.0055, 0.0024, 0.0005], [0.0512, 0.0074, -0.0028], [-0.0642, 0.0075, 0.1282], [0.0304, 0.0133, -0.0559], [-0.0251, 0.0134, 0.0076], [-0.4775, -0.5667, -0.2570], [-0.0874, -0.1544, -0.4928], [0.3500, 0.0187, -0.1978], [-0.0435, 0.4594, -0.0540], [0.6119, 0.2185, 0.4153], [-0.0346, -0.1398, -0.1334], [-0.2201, -0.0335, -0.2235], [-0.0586, -0.0429, -0.0014], [0.1004, 0.0560, 0.0586], [-0.0057, 0.0025, -0.0680], [-0.0285, -0.0230, 0.0395], [0.1196, 0.0053, -0.1380], [-0.0432, 0.0558, -0.0523], [0.0379, 0.1179, 0.1432], [-0.1053, -0.1545, 0.0288], [0.0002, 0.0526, -0.0234], [-0.0444, -0.0217, 0.0158], [0.0742, -0.0278, 0.0518], [-0.0735, 0.1373, -0.2129], [-0.0329, -0.1520, 0.0657], [-0.0432, 0.1086, -0.0662], [0.0176, -0.0375, 0.0252], [0.0165, -0.0026, 0.0059], [0.0048, 0.0351, -0.0116], [0.0206, -0.0135, -0.0046], [-0.0637, -0.1522, -0.1683], [0.2718, 0.2608, 0.2970], [-0.0162, 0.2255, 0.1636], [-0.1118, -0.4639, -0.4430], [0.0452, 0.1939, -0.0131], [-0.1390, -0.1104, -0.0595], [0.0892, 0.1006, 0.0041], [-0.0294, -0.0007, -0.0451], [-0.0035, 0.0326, 0.0416], [-0.0159, -0.0344, -0.0028], [-0.0048, -0.0301, -0.0149], [0.0081, -0.0191, 0.0319], [0.0517, -0.0451, 0.0328], [-0.0214, -0.0114, 0.0185], [-0.0111, -0.0087, 0.0071], [-0.0042, -0.0026, 0.0054], [-0.0170, -0.0089, 0.0193], [0.0075, 0.0090, -0.0101], [0.0197, 0.0351, -0.0016], [-0.1115, -0.1513, -0.0002], [0.1468, -0.1122, -0.0436], [-0.0933, -0.0903, 0.0483], [-0.0250, 0.0932, -0.0174], [0.0598, 0.0112, -0.0084], [0.0458, 0.0348, -0.0189]]}

Maximum force per entry: 0.0753; 0.0759; 0.0257 hartree/bohr
Energy relative to the best compared isomer or geometry (same formula, charge and spin) per entry: 92.6; 256.1; 168.7 kJ/mol
Orbital gap per entry: 7.400; 6.620; 6.656 eV